Entry 1:
# C2H6IOPS

An isolated molecule of C2H6IOPS in a non-equilibrium geometry (the ωB97M-V functional and the def2-TZVPD basis, the Open Molecules 2025 dataset).

Its frontier orbital gap is 6.908 eV. The HOMO energy is -8.4 eV. As for the spin multiplicity: 1. As for the net charge: 0.

XYZ file:
```
12
Properties=species:S:1:pos:R:3:lowdin_charge:R:1
I -1.894 -2.795 -1.092 0.1864
S 0.051 -1.403 0.068 0.4660
P -0.023 1.574 0.857 0.6002
O 1.113 1.894 -0.028 -0.4341
C 1.544 -1.483 -0.650 -0.3856
C -1.089 0.295 0.106 -0.4715
H 2.278 -1.767 -0.017 -0.0367
H -1.124 0.875 -0.864 0.0707
H -2.084 -0.056 0.215 -0.0116
H -0.983 2.479 0.863 -0.0125
H 1.722 -0.927 -1.547 0.0180
H 0.489 1.316 2.089 0.0109
```


Entry 2:
# C2H6KS

A structure of composition C2H6KS (the ωB97M-V functional and the def2-TZVPD basis, the Open Molecules 2025 dataset).

Its frontier orbital gap is 5.917 eV. The HOMO energy is -10.6 eV. As for the spin multiplicity: 1. As for the net charge: +1.

XYZ file:
```
10
Properties=species:S:1:pos:R:3:lowdin_charge:R:1
K 3.940 2.148 5.369 0.9952
S 0.242 0.132 0.330 0.6794
C -1.449 0.545 -0.131 -0.4516
C 0.605 -1.005 -1.018 -0.4516
H -1.841 1.258 0.613 0.0312
H 1.639 -1.368 -0.890 0.0312
H 0.527 -0.506 -1.999 0.0416
H -1.491 1.017 -1.127 0.0416
H -2.095 -0.349 -0.138 0.0416
H -0.076 -1.872 -1.009 0.0416
```


Entry 3:
# C2H6N2

The ion C2H6N2 with charge -1 in a non-equilibrium geometry (the ωB97M-V functional and the def2-TZVPD basis, the Open Molecules 2025 dataset).

Its frontier orbital gap (alpha / beta) is 3.316 / 9.957 eV. The HOMO energy (alpha / beta) is 1.3 / -5.1 eV. As for the spin multiplicity: 2. As for the net charge: -1.

XYZ file:
```
10
Properties=species:S:1:pos:R:3:lowdin_spin:R:1
N 0.279 0.888 0.410 0.0183
N -1.521 -0.823 -0.040 0.1327
C -0.882 0.352 0.469 0.2488
C 1.394 0.472 -0.355 0.2535
H -1.873 -1.405 0.709 0.1115
H -1.602 0.727 1.363 0.0286
H 1.304 0.786 -1.443 0.0451
H -0.965 -1.309 -0.601 0.0790
H 2.297 0.939 -0.145 0.0223
H 1.568 -0.626 -0.367 0.0601
```


Entry 4:
# C2H6N2

An isolated molecule of C2H6N2 in a non-equilibrium geometry (the ωB97M-V functional and the def2-TZVPD basis, the Open Molecules 2025 dataset).

Its frontier orbital gap is 10.021 eV. The HOMO energy is -9.2 eV. As for the spin multiplicity: 1. The SMILES is [H]/N=C\NC. As for the net charge: 0.

XYZ file:
```
10
Properties=species:S:1:pos:R:3:lowdin_charge:R:1
N 1.786 -0.538 -0.035 0.0395
N -0.260 0.689 -0.205 -0.1350
C 1.104 0.576 -0.012 -0.3501
C -1.054 -0.428 0.026 -0.1695
H 1.628 1.569 0.155 0.1205
H 1.108 -1.345 -0.256 0.0429
H -2.073 -0.148 0.190 0.0746
H -0.634 1.665 0.199 0.1818
H -0.570 -1.053 0.856 0.1088
H -1.035 -0.986 -0.918 0.0865
```


Entry 5:
# C2H6N2

An isolated molecule of C2H6N2 in a non-equilibrium geometry (the ωB97M-V functional and the def2-TZVPD basis, the Open Molecules 2025 dataset).

Its frontier orbital gap is 10.184 eV. The HOMO energy is -9.0 eV. As for the spin multiplicity: 1. The SMILES is N[C@@H]1CN1. As for the net charge: 0.

XYZ file:
```
10
Properties=species:S:1:pos:R:3:lowdin_charge:R:1
N -1.268 -0.303 0.121 0.0515
N 1.195 -0.486 0.645 0.0513
C 0.103 -0.402 -0.269 -0.5594
C -0.414 0.891 -0.709 -0.0457
H -0.816 1.003 -1.706 0.0754
H 0.929 -0.172 1.572 0.0725
H 0.229 -1.036 -1.161 0.1403
H -0.064 1.794 -0.221 0.0871
H -1.457 0.139 1.018 0.0583
H 1.563 -1.428 0.710 0.0688
```


Entry 6:
# C2H6N2

A cluster of 2 separate species, C2H6N2 in total in a non-equilibrium geometry (the ωB97M-V functional and the def2-TZVPD basis, the Open Molecules 2025 dataset).

Its frontier orbital gap is 8.327 eV. The HOMO energy is -8.3 eV. As for the spin multiplicity: 1. The SMILES is C=N.C=N. As for the net charge: 0.

XYZ file:
```
10
Properties=species:S:1:pos:R:3:lowdin_charge:R:1
N -0.783 2.159 -0.649 0.0008
N 0.879 -2.440 0.269 -0.0588
C -1.992 1.633 -0.433 -0.1109
C 2.022 -1.872 0.618 -0.1075
H 3.092 -2.230 0.588 0.0744
H 1.891 -0.794 0.866 0.0544
H -2.594 1.088 -1.150 0.0432
H 0.610 -2.086 -0.641 0.0362
H -0.524 2.844 0.072 0.0247
H -2.601 1.698 0.460 0.0434
```


Entry 7:
# C2H6N2O

A cluster of 2 separate species, C2H6N2O in total in a non-equilibrium geometry (the ωB97M-V functional and the def2-TZVPD basis, the Open Molecules 2025 dataset).

Its frontier orbital gap is 10.479 eV. The HOMO energy is -9.7 eV. As for the spin multiplicity: 1. The SMILES is NC=O.C=N. As for the net charge: 0.

XYZ file:
```
11
Properties=species:S:1:pos:R:3:lowdin_charge:R:1
O -2.808 -0.281 1.830 -0.0575
N -1.409 -0.012 -0.041 0.0547
N 1.842 -0.533 0.178 0.0297
C -2.644 0.069 0.622 -0.3679
C 2.478 0.113 -0.701 -0.1002
H 2.235 1.117 -1.017 0.0605
H -0.541 -0.063 0.584 0.0966
H -1.363 0.532 -0.912 0.0807
H -3.300 0.908 0.142 0.1380
H 3.292 -0.471 -1.112 0.0603
H 2.218 -1.378 0.428 0.0051
```


Entry 8:
# C2H6N2O

A cluster of 2 separate species, C2H6N2O in total in a non-equilibrium geometry (the ωB97M-V functional and the def2-TZVPD basis, the Open Molecules 2025 dataset).

Its frontier orbital gap is 10.201 eV. The HOMO energy is -9.5 eV. As for the spin multiplicity: 1. The SMILES is [H]/N=C/N.C=O. As for the net charge: 0.

XYZ file:
```
11
Properties=species:S:1:pos:R:3:lowdin_charge:R:1
O 1.383 1.401 1.545 -0.0072
N 0.323 -1.169 -1.825 0.0513
N -1.135 -1.502 -0.064 0.0548
C -0.663 -0.746 -1.141 -0.3945
C 0.302 1.901 1.373 -0.1554
H -0.939 0.299 -1.125 0.0944
H 0.202 2.787 0.730 0.0763
H -2.146 -1.599 0.053 0.0830
H 0.915 -0.363 -2.057 0.0405
H -0.549 1.657 2.010 0.0746
H -0.601 -2.346 0.092 0.0823
```


Entry 9:
# C2H6N2O

An isolated molecule of C2H6N2O in a non-equilibrium geometry (the ωB97M-V functional and the def2-TZVPD basis, the Open Molecules 2025 dataset).

Its frontier orbital gap is 9.414 eV. The HOMO energy is -8.5 eV. As for the spin multiplicity: 1. The SMILES is CO/C=N/N. As for the net charge: 0.

XYZ file:
```
11
Properties=species:S:1:pos:R:3:lowdin_charge:R:1
O 0.201 0.137 -1.518 -0.2308
N -0.310 0.616 0.695 -0.0106
N -1.214 0.077 1.711 -0.0677
C 1.528 0.080 -0.958 -0.1328
C -0.809 0.103 -0.415 -0.1496
H 1.619 0.849 -0.107 0.0909
H 1.937 0.426 -1.951 0.0947
H 1.784 -1.051 -0.776 0.1151
H -2.027 -0.333 1.496 -0.0213
H -1.924 -0.426 -0.712 0.1971
H -0.786 -0.478 2.535 0.1149
```


Entry 10:
# C2H6N2O

A structure of composition C2H6N2O in a non-equilibrium geometry (the ωB97M-V functional and the def2-TZVPD basis, the Open Molecules 2025 dataset).

Its frontier orbital gap is 10.079 eV. The HOMO energy is -9.8 eV. As for the spin multiplicity: 1. As for the net charge: 0.

XYZ file:
```
11
Properties=species:S:1:pos:R:3:lowdin_charge:R:1
O -1.521 -0.064 1.667 -0.0404
N 0.740 -1.217 -1.281 0.1218
N 0.359 -0.414 0.314 0.0060
C -0.759 0.421 0.603 -0.3455
C 1.132 0.027 -0.775 -0.4032
H -0.379 1.449 0.806 0.1381
H -0.918 -0.436 2.321 0.0887
H -1.442 0.515 -0.259 0.1297
H -0.230 -1.244 -1.606 0.0661
H 0.829 0.935 -1.331 0.1214
H 2.189 0.027 -0.460 0.1171
```


Entry 11:
# C2H6N2O

A cluster of 2 separate species, C2H6N2O in total in a non-equilibrium geometry (the ωB97M-V functional and the def2-TZVPD basis, the Open Molecules 2025 dataset).

Its frontier orbital gap is 10.212 eV. The HOMO energy is -9.4 eV. As for the spin multiplicity: 1. The SMILES is CC#N.NO. As for the net charge: 0.

XYZ file:
```
11
Properties=species:S:1:pos:R:3:lowdin_charge:R:1
O -0.271 1.472 -0.557 -0.1480
N -1.207 0.794 -1.478 -0.0220
N -0.160 -2.150 -0.378 0.1397
C 0.228 -1.417 0.381 -0.2983
C 0.828 -0.577 1.405 -0.0496
H 0.539 -0.950 2.340 0.0657
H -0.751 0.774 -2.469 0.1175
H -1.374 -0.096 -1.011 0.0283
H -0.316 2.365 -0.745 0.0285
H 0.552 0.411 1.207 0.0322
H 1.933 -0.627 1.306 0.1061
```


Entry 12:
# C2H6N2O

An isolated molecule of C2H6N2O in a non-equilibrium geometry (the ωB97M-V functional and the def2-TZVPD basis, the Open Molecules 2025 dataset).

Its frontier orbital gap is 10.490 eV. The HOMO energy is -9.7 eV. As for the spin multiplicity: 1. The SMILES is CNC(N)=O. As for the net charge: 0.

XYZ file:
```
11
Properties=species:S:1:pos:R:3:lowdin_charge:R:1
O 0.313 -0.332 1.699 0.0478
N 0.005 0.229 -0.476 0.0065
N 0.510 -1.951 0.121 0.1314
C 0.254 -0.641 0.529 -0.6403
C -0.293 1.622 -0.224 -0.0805
H 0.131 1.975 0.703 0.0780
H 0.466 -2.585 0.896 0.0882
H 0.162 2.229 -1.009 0.0811
H -0.182 -0.047 -1.405 0.1174
H -0.001 -2.335 -0.663 0.0870
H -1.365 1.836 -0.172 0.0835
```


> The highest net charge belongs to which entry?

C2H6KS